{"formula": "C14H26CaF8N4O28S8", "method": "ωB97M-V/def2-TZVPD", "symbols": ["Ca", "N", "S", "O", "O", "F", "S", "O", "O", "F", "N", "S", "O", "O", "F", "S", "O", "O", "F", "N", "S", "O", "O", "F", "S", "O", "O", "F", "N", "S", "O", "O", "F", "S", "O", "O", "F", "C", "C", "O", "C", "O", "O", "H", "H", "H", "H", "C", "O", "C", "O", "O", "C", "H", "H", "H", "H", "H", "H", "C", "C", "O", "C", "O", "O", "C", "H", "H", "H", "H", "H", "H", "H", "H", "C", "C", "O", "C", "O", "O", "C", "H", "H", "H", "H", "H", "H", "H", "H"], "coordinates": [[-0.3977, 0.6659, -0.3281], [-4.2159, -0.2746, 2.9361], [-5.4288, 0.7249, 3.0867], [-5.5191, 1.7951, 2.0605], [-6.0080, 0.9718, 4.3929], [-6.4877, -0.2945, 2.5274], [-3.0253, 0.9349, 2.7252], [-3.1542, 2.2457, 3.2765], [-2.2683, 0.7572, 1.4512], [-1.9464, 0.2963, 3.7733], [-4.5586, -0.6357, -2.4764], [-3.9351, -0.8014, -1.1265], [-2.4458, -0.6095, -0.9788], [-4.5390, -1.8564, -0.3128], [-4.5022, 0.4975, -0.3917], [-3.7605, -2.0334, -3.1662], [-4.2384, -3.3867, -2.7463], [-2.4122, -1.9746, -3.7117], [-4.7096, -1.7601, -4.4886], [-1.4743, 2.5153, -1.1355], [-2.3455, 3.6593, -0.5732], [-3.7046, 3.3941, -0.1746], [-1.9517, 4.9936, -0.9882], [-1.5357, 3.4920, 0.8014], [-2.3294, 2.6680, -2.6243], [-1.8060, 3.6968, -3.5766], [-3.7032, 2.2043, -2.6282], [-1.7036, 1.2871, -3.2281], [-2.2487, -3.0930, 1.9248], [-0.7230, -2.7756, 1.6785], [-0.5204, -1.5474, 0.9832], [0.3246, -3.7915, 1.5167], [-0.4746, -2.2761, 3.2679], [-2.1521, -4.1867, 0.5753], [-1.8050, -5.5606, 0.9586], [-1.8723, -3.6931, -0.7961], [-3.7439, -4.3796, 0.3800], [5.0531, -2.2042, 1.1157], [4.4704, -2.1579, 2.4988], [3.2683, -1.3830, 2.1501], [3.0916, -1.1628, 0.8762], [2.1466, -0.5553, 0.3730], [4.1315, -1.5902, 0.1857], [4.8921, -3.2621, 0.9082], [6.1169, -1.9894, 1.0147], [5.0348, -1.6127, 3.2554], [4.3299, -3.1969, 2.7970], [3.9767, 0.7614, -2.3432], [3.1763, 1.6884, -2.9629], [2.0981, 2.3052, -2.2632], [1.5498, 1.8026, -1.2829], [2.0169, 3.5258, -2.8546], [0.9726, 4.5118, -2.6067], [3.7309, -0.2609, -2.6309], [3.9700, 0.7659, -1.2533], [5.0114, 0.9804, -2.6068], [1.2762, 5.1308, -1.7625], [0.0104, 4.0668, -2.3534], [0.8059, 5.1754, -3.4552], [-0.4497, 1.3490, 6.1683], [0.6257, 2.0295, 5.1820], [0.0375, 1.9408, 3.9100], [0.8638, 1.9482, 2.8018], [0.4557, 1.5636, 1.7365], [2.2011, 2.4240, 3.0299], [3.1219, 2.5053, 2.0275], [-0.1781, 1.5859, 7.1970], [-0.4609, 0.2702, 6.0126], [-1.4246, 1.8117, 6.0150], [1.5586, 1.4704, 5.2536], [0.6946, 3.0652, 5.5147], [3.4316, 1.6556, 1.4190], [3.9997, 3.0835, 2.3161], [2.6574, 3.0328, 1.1944], [0.4601, -1.0757, -5.1341], [1.7576, -1.0690, -4.3093], [1.7374, -2.1365, -3.3465], [0.9286, -1.9757, -2.1279], [0.2070, -1.0551, -1.7835], [1.0278, -3.0746, -1.3934], [1.8899, -4.2487, -1.5905], [0.0853, -2.0588, -5.4188], [0.6269, -0.5103, -6.0509], [-0.3988, -0.7563, -4.5438], [1.7689, -0.1383, -3.7420], [2.6215, -1.1370, -4.9703], [2.8422, -4.2098, -1.0615], [2.1553, -4.3415, -2.6436], [1.3483, -5.1568, -1.3258]], "forces_ev_per_angstrom": [[-0.4, -2.3, 1.4], [2.5, 3.8, 0.1], [-4.5, 1.3, -2.2], [0.5, -1.7, 2.4], [1.3, 0.2, -0.3], [-0.7, -0.8, -0.2], [4.4, -3.2, -1.5], [-0.6, -0.1, -0.2], [-2.3, 0.7, 2.6], [-0.9, -0.1, -0.6], [1.7, -2.3, -3.8], [2.0, 0.6, 9.2], [-2.9, -0.4, -1.1], [1.5, 1.3, -1.3], [0.2, -0.2, -0.9], [-2.8, -2.9, -3.2], [1.3, 3.9, -0.6], [-1.6, 0.7, 1.2], [0.8, -0.5, 0.1], [-2.4, 0.7, -5.4], [-0.5, 3.3, 7.8], [1.4, 0.5, -1.2], [-0.7, -1.0, -0.4], [-0.1, 0.8, 0.8], [1.0, -4.2, -5.6], [-1.6, -2.2, 2.8], [1.5, 2.3, 0.3], [0.8, 0.9, 0.2], [1.5, -2.9, -3.6], [3.5, 3.0, 4.4], [0.4, 0.3, -0.6], [-1.8, 1.1, 0.0], [0.1, -0.5, -1.3], [-5.0, -2.8, -2.8], [0.4, 2.2, -0.5], [0.9, -0.6, 3.4], [0.5, 0.2, 0.8], [0.4, -2.6, -0.9], [-0.4, 1.6, -0.9], [-1.0, -0.6, 2.7], [-1.6, 1.6, -1.2], [1.8, -1.1, 1.0], [1.3, 0.3, -0.1], [0.9, -0.2, -0.7], [-0.3, 0.6, -0.4], [-0.1, 0.2, -0.1], [-0.9, 0.3, 0.5], [1.2, -1.6, 1.3], [-3.1, 2.6, 0.4], [1.8, -0.3, 0.0], [0.7, 1.6, -2.4], [-0.5, -1.2, 0.2], [-0.5, -0.3, 1.3], [0.0, 0.0, -0.1], [-0.5, 0.3, 0.1], [0.0, 0.0, -0.3], [0.1, -0.1, 0.1], [0.4, -0.1, -0.1], [0.5, -0.6, -0.3], [1.3, 0.9, -0.8], [-1.8, -1.0, 2.5], [2.5, 0.4, -2.8], [0.5, -0.1, 0.4], [1.0, 0.8, 0.8], [-3.6, -1.5, 2.5], [0.4, 1.0, -3.5], [0.3, -0.1, 0.1], [-0.3, 0.2, 0.0], [0.0, -0.3, -0.3], [0.1, 0.3, -0.2], [0.5, 0.1, -0.3], [0.0, -1.1, 1.1], [-0.2, -0.2, 0.5], [-0.1, 0.8, -0.1], [-0.1, -0.4, 0.2], [-2.1, 0.2, 0.4], [-1.2, 0.5, 2.3], [0.8, -1.1, -1.1], [2.0, -1.1, -1.8], [0.5, -0.1, 0.2], [-0.1, 0.5, -1.4], [0.7, -0.4, -0.1], [-0.3, 0.3, 0.1], [0.2, 0.7, 0.0], [0.3, 0.1, -0.3], [0.2, -0.4, 0.5], [-0.3, 0.5, 0.5], [-0.2, 0.2, -0.1], [-0.3, 0.5, 0.4]], "multiplicity": 2, "homo_ev": [3.01, -2.71], "homo_lumo_gap_ev": [2.28, 7.99], "e_lumo_ev": [5.29, 5.28], "total_charge": -3}

---

{"formula": "C9H8O2", "method": "ωB97M-V/def2-TZVPD", "symbols": ["C", "C", "C", "C", "C", "C", "C", "C", "C", "O", "O", "H", "H", "H", "H", "H", "H", "H", "H"], "coordinates": [[-2.8236, 0.6306, 0.1337], [-2.4327, -0.7113, 0.0208], [-1.8510, 1.6908, 0.1777], [-1.0343, -1.0358, -0.1053], [-0.5059, 1.3431, 0.1233], [-0.1337, -0.0352, -0.0081], [0.9506, 1.7098, 0.3840], [1.3643, 0.2779, 0.1012], [2.6456, -1.5577, -0.4106], [1.5315, 0.8523, 1.3745], [2.5230, -0.1735, -0.5201], [-3.8306, 0.9053, -0.0315], [-3.1999, -1.4402, -0.2203], [-2.1632, 2.7373, 0.1290], [-0.6254, -2.0770, -0.3231], [1.4892, 2.5950, 0.3205], [3.6801, -1.7613, -0.6711], [1.8930, -2.1317, -1.1208], [2.5232, -1.8184, 0.6462]], "forces_ev_per_angstrom": [[2.3, -0.2, -0.6], [0.9, 1.0, -0.9], [0.4, -0.3, -0.2], [-0.3, -2.0, -0.1], [-0.5, -1.7, 1.2], [-0.3, 1.0, -0.3], [0.0, -1.4, -1.0], [0.9, 1.9, -0.4], [-0.7, -1.4, -0.6], [-0.7, -0.7, 1.3], [-2.0, 1.2, 0.0], [-1.0, 0.1, 0.3], [0.2, -0.1, 0.4], [0.0, -0.4, 0.3], [-1.1, 1.3, 0.4], [0.7, 1.5, -0.7], [-0.1, -0.4, -0.3], [1.5, 1.0, 1.5], [-0.2, -0.5, -0.2]], "homo_ev": -8.88, "smiles": "CO[C@@]12O[C@@H]1c1ccccc12", "homo_lumo_gap_ev": 9.73, "relative_energy_kcal_mol": 94.90, "e_lumo_ev": 0.85, "total_charge": 0}

---

no.,DFT total energy (eV)
1,-205084.20646
2,-13553.57212